{
  "formula": "C20H19Br2Cl36N2O3P",
  "method": "ωB97M-V/def2-TZVPD",
  "total_charge": 0,
  "gap_ev": 9.4,
  "smiles": "[H]/N=C(/C)C[C@H]1NC(=O)[C@@](Br)(CCCOC)[C@@H]1P(O)Br.ClC(Cl)(Cl)Cl.ClC(Cl)(Cl)Cl.ClC(Cl)(Cl)Cl.ClC(Cl)(Cl)Cl.ClC(Cl)(Cl)Cl.ClC(Cl)(Cl)Cl.ClC(Cl)(Cl)Cl.ClC(Cl)(Cl)Cl.ClC(Cl)(Cl)Cl",
  "homo_ev": -9.315,
  "molar_mass_g_mol": 1802.5,
  "elements": ["H", "N", "C", "C", "C", "C", "N", "C", "O", "C", "Br", "C", "C", "C", "O", "C", "C", "P", "O", "Br", "H", "H", "H", "H", "H", "H", "H", "H", "H", "H", "H", "H", "H", "H", "H", "H", "H", "H", "Cl", "C", "Cl", "Cl", "Cl", "Cl", "C", "Cl", "Cl", "Cl", "Cl", "C", "Cl", "Cl", "Cl", "Cl", "C", "Cl", "Cl", "Cl", "Cl", "C", "Cl", "Cl", "Cl", "Cl", "C", "Cl", "Cl", "Cl", "Cl", "C", "Cl", "Cl", "Cl", "Cl", "C", "Cl", "Cl", "Cl", "Cl", "C", "Cl", "Cl", "Cl"],
  "positions_angstrom": [[1.803539, -2.379820, 0.413849], [1.727336, -1.902613, 1.314630], [0.525537, -1.829409, 1.710808], [0.237941, -1.240740, 3.066452], [-0.701910, -2.371469, 1.013733], [-0.637749, -2.750980, -0.463879], [-1.884242, -3.503183, -0.767118], [-2.598843, -2.783505, -1.700046], [-3.781213, -2.614953, -1.686545], [-1.547250, -2.126165, -2.622654], [-0.629476, -3.660609, -3.523287], [-2.038866, -1.181340, -3.725438], [-3.403120, -1.568923, -4.312840], [-3.618348, -1.051650, -5.727949], [-3.843335, 0.349080, -5.765883], [-5.184870, 0.719466, -5.511487], [-0.601782, -1.602535, -1.514898], [1.167742, -1.355249, -2.126354], [0.980738, -0.837783, -3.656142], [1.689636, 0.612774, -1.136589], [-0.577338, -0.515276, 3.032093], [-0.084740, -2.051206, 3.732698], [1.138846, -0.799661, 3.485721], [-1.520903, -1.652737, 1.155082], [-0.996483, -3.263789, 1.582868], [0.209505, -3.428690, -0.611423], [-2.448443, -3.691814, 0.053705], [-1.303765, -1.215794, -4.531740], [-2.016024, -0.152272, -3.350770], [-4.196606, -1.162862, -3.683163], [-3.534461, -2.652679, -4.296372], [-2.735066, -1.240984, -6.348225], [-4.456427, -1.578183, -6.203518], [-5.780621, 0.641460, -6.428441], [-5.197165, 1.745729, -5.144241], [-5.652413, 0.071124, -4.760534], [-1.009791, -0.676551, -1.094306], [0.686577, 0.088168, -3.712342], [2.328519, 1.056447, 5.460672], [1.941742, 2.395765, 4.377870], [1.864583, 1.799946, 2.717157], [0.373930, 3.091081, 4.839507], [3.205215, 3.617791, 4.510172], [-9.908992, -2.213452, -8.388151], [-8.335060, -1.416913, -8.351946], [-8.556104, 0.334288, -8.426652], [-7.496412, -1.834386, -6.853082], [-7.369762, -1.948062, -9.730705], [6.635138, 3.794587, 8.697807], [5.372070, 2.682635, 8.170912], [3.842620, 3.548950, 8.004988], [5.829736, 1.967562, 6.621600], [5.186620, 1.396059, 9.370918], [3.221893, 6.192204, 0.704544], [1.512404, 5.757511, 0.804920], [1.130490, 5.261839, 2.448635], [0.514577, 7.121579, 0.305840], [1.181673, 4.392101, -0.272052], [11.322166, 0.630277, 10.430460], [9.699239, 1.325779, 10.420050], [8.996441, 1.171063, 8.810802], [8.683872, 0.473873, 11.587936], [9.789983, 3.035814, 10.859994], [-1.516591, 2.401773, -5.589973], [-0.005824, 3.204925, -5.202647], [-0.252769, 4.948141, -5.108393], [0.570381, 2.616050, -3.628369], [1.210733, 2.836855, -6.433069], [3.840416, -1.341539, 7.248579], [4.244310, -2.602462, 6.074761], [5.945167, -2.466425, 5.626484], [3.947443, -4.187042, 6.797008], [3.236974, -2.405168, 4.639225], [-3.801239, 4.675565, -3.518325], [-2.875424, 6.091626, -3.007644], [-2.390157, 7.019137, -4.432851], [-3.875342, 7.105267, -1.961629], [-1.439879, 5.572241, -2.127276], [-0.926060, -6.376627, 1.825519], [0.805049, -6.500515, 1.469907], [1.109187, -5.897383, -0.159756], [1.713626, -5.526527, 2.626703], [1.307274, -8.186609, 1.584094]],
  "forces_ev_per_a": [[0.046, 0.039, -0.006], [-0.071, -0.096, -0.055], [0.041, 0.031, 0.127], [0.010, -0.314, 0.059], [-0.154, 0.379, -0.079], [0.106, -0.595, 0.291], [-0.022, 0.791, 0.481], [0.831, -0.050, -0.007], [-0.875, -0.048, -0.322], [-0.039, -0.026, 0.087], [-0.114, -0.023, -0.078], [0.145, -0.143, 0.058], [-0.186, 0.338, 0.105], [0.089, -0.141, -0.163], [0.163, 0.189, 0.146], [-0.068, -0.253, -0.079], [0.279, -0.064, -0.237], [0.095, -0.233, -0.083], [-0.013, 0.391, 0.230], [-0.155, -0.063, 0.180], [0.103, 0.066, -0.011], [-0.024, 0.076, -0.040], [-0.110, 0.043, -0.058], [0.058, -0.056, -0.010], [0.044, 0.011, -0.056], [-0.024, 0.149, -0.130], [0.025, -0.211, -0.111], [0.036, 0.072, 0.122], [-0.246, -0.038, 0.033], [0.001, -0.172, 0.023], [0.105, -0.002, -0.092], [-0.051, 0.061, 0.068], [0.003, 0.049, 0.064], [0.018, 0.099, 0.049], [0.027, -0.027, -0.074], [0.064, 0.104, 0.033], [-0.076, -0.051, -0.099], [-0.008, -0.161, -0.160], [-0.055, -0.008, 0.009], [0.021, -0.070, -0.036], [0.023, 0.053, -0.016], [0.101, -0.058, 0.017], [0.029, 0.026, 0.007], [-0.001, 0.001, 0.001], [0.016, 0.010, -0.002], [0.000, 0.010, -0.002], [-0.035, -0.058, 0.017], [0.002, -0.001, -0.004], [-0.054, 0.107, 0.016], [0.008, -0.067, 0.034], [0.040, -0.002, 0.036], [0.001, 0.000, -0.011], [-0.001, -0.008, 0.022], [-0.034, 0.008, -0.026], [0.044, -0.132, -0.065], [-0.177, 0.305, -0.034], [0.045, 0.103, 0.149], [0.068, -0.114, -0.144], [-0.001, -0.002, 0.000], [-0.031, 0.018, 0.010], [0.048, -0.081, -0.056], [-0.006, -0.002, 0.006], [0.002, 0.005, 0.002], [-0.108, -0.169, -0.045], [0.119, 0.121, -0.073], [0.266, -0.369, -0.288], [0.017, -0.031, 0.027], [-0.034, -0.018, 0.027], [0.053, -0.022, 0.064], [-0.084, 0.013, -0.018], [0.010, 0.020, 0.010], [0.003, -0.018, -0.006], [0.051, -0.046, -0.084], [0.009, -0.001, -0.007], [0.025, -0.045, 0.000], [-0.289, 0.358, 0.077], [0.000, -0.001, -0.010], [-0.148, 0.022, 0.194], [-0.011, 0.005, 0.000], [0.028, 0.039, 0.043], [0.011, -0.074, -0.088], [-0.009, 0.048, 0.044], [-0.012, 0.006, -0.004]]
}